129
Properties=species:S:1:pos:R:3:mulliken_charge:R:1 method="wB97M-V/def2-TZVPD" e_lumo_ev=-1.7013 max_force_ha_per_bohr=0.098 homo_energy_ev=-7.18 gap_ev=5.479
Sr -11.85 3.11 4.90 1.695
C -9.24 4.23 7.97 0.860
C -8.82 2.97 7.19 0.524
O -9.85 2.58 6.40 -0.550
H -10.21 4.03 8.42 -0.770
H -9.45 5.16 7.44 -0.285
H -8.69 4.41 8.89 0.224
H -8.53 2.11 7.79 -0.271
H -7.96 3.32 6.63 -0.385
C -13.40 2.27 8.49 -0.818
C -14.19 3.30 7.78 -0.098
O -13.87 3.35 6.40 -0.865
H -13.77 2.21 9.52 0.420
H -12.34 2.50 8.60 -0.015
H -13.56 1.26 8.11 0.305
H -13.90 4.20 8.33 -0.197
H -15.25 3.07 7.89 0.362
C -4.57 0.24 7.69 -0.443
C -5.36 1.42 7.50 -0.288
C -4.74 2.58 6.94 0.139
C -3.41 2.53 6.56 -0.030
C -2.65 1.32 6.72 -0.646
C -3.24 0.23 7.34 -0.644
N -2.72 3.76 6.03 1.025
O -1.63 3.53 5.51 -0.618
O -3.30 4.86 6.14 -0.533
H -5.04 -0.67 8.03 0.477
H -6.44 1.31 7.55 0.122
H -5.39 3.42 6.73 0.555
H -1.61 1.32 6.42 0.494
H -2.70 -0.71 7.39 0.406
C -4.34 7.77 7.77 -0.862
C -3.36 7.08 8.50 -0.625
C -3.70 6.06 9.36 -0.657
C -5.02 5.67 9.48 -0.045
C -6.02 6.40 8.85 0.083
C -5.66 7.46 8.00 -0.337
N -5.37 4.53 10.42 1.032
O -6.60 4.29 10.46 -0.481
O -4.48 3.92 11.00 -0.632
H -3.99 8.66 7.26 0.517
H -2.33 7.38 8.36 0.424
H -2.97 5.62 10.02 0.484
H -7.09 6.28 8.88 0.450
H -6.39 8.05 7.45 0.621
C -8.95 -0.84 5.82 -0.666
C -8.28 -1.73 4.99 -0.306
C -7.40 -2.71 5.56 -0.679
C -7.07 -2.66 6.93 -0.120
C -7.77 -1.80 7.74 0.074
C -8.73 -0.95 7.24 -0.356
N -5.95 -3.53 7.44 1.054
O -5.95 -3.76 8.62 -0.582
O -5.10 -3.95 6.65 -0.590
H -9.70 -0.13 5.52 0.394
H -8.45 -1.63 3.93 0.437
H -6.91 -3.39 4.89 0.416
H -7.60 -1.85 8.80 0.497
H -9.16 -0.21 7.89 0.361
C -6.29 7.61 4.59 -0.385
C -6.43 6.22 4.90 -0.422
C -7.60 5.57 4.42 0.247
C -8.58 6.21 3.66 -0.306
C -8.37 7.54 3.30 -0.445
C -7.20 8.19 3.69 -0.819
N -9.86 5.59 3.32 0.693
O -10.09 4.46 3.69 -0.223
O -10.70 6.19 2.67 -0.638
H -5.50 8.16 5.07 0.592
H -5.80 5.78 5.66 0.418
H -7.76 4.52 4.62 0.353
H -9.04 8.04 2.61 0.496
H -7.03 9.23 3.43 0.386
C -10.30 0.16 10.99 -0.907
C -10.23 0.09 12.36 -0.438
C -10.00 1.21 13.13 -0.527
C -9.86 2.49 12.58 -0.222
C -10.00 2.57 11.18 0.100
C -10.12 1.41 10.39 0.440
N -9.61 3.65 13.48 0.795
O -9.63 4.76 12.84 -0.516
O -9.00 3.51 14.54 -0.516
H -10.44 -0.78 10.48 0.508
H -10.38 -0.84 12.90 0.387
H -9.89 1.06 14.20 0.419
H -9.90 3.57 10.78 0.398
H -10.12 1.63 9.33 0.026
C -10.65 10.34 6.58 -0.363
C -9.80 9.29 6.59 -0.939
C -10.26 7.97 6.44 1.470
C -11.64 7.79 6.14 -0.605
C -12.46 8.89 6.09 -0.387
C -11.95 10.17 6.29 -0.695
N -12.18 6.41 5.81 0.705
O -11.45 5.40 5.93 -0.029
O -13.39 6.36 5.73 -0.531
H -10.36 11.36 6.82 0.441
H -8.77 9.38 6.89 0.374
H -9.61 7.11 6.52 -0.245
H -13.50 8.72 5.85 0.554
H -12.64 11.00 6.38 0.385
C -12.76 7.49 9.77 -0.346
C -11.53 6.83 9.61 -0.386
C -10.37 7.52 9.82 0.650
C -10.41 8.81 10.28 -0.632
C -11.65 9.38 10.58 -0.171
C -12.85 8.76 10.41 -0.947
N -9.17 9.62 10.37 1.089
O -9.21 10.65 10.97 -0.643
O -8.16 9.18 9.86 -0.581
H -13.65 6.90 9.65 0.432
H -11.45 5.80 9.30 0.419
H -9.47 6.93 9.85 0.279
H -11.73 10.40 10.92 0.424
H -13.70 9.38 10.63 0.395
C -5.35 0.62 2.64 -0.472
C -6.13 0.88 3.78 -0.619
C -7.43 1.10 3.70 0.860
C -8.08 0.95 2.45 -0.818
C -7.31 0.74 1.29 -0.343
C -5.94 0.53 1.34 -0.781
N -9.55 1.30 2.35 0.603
O -10.12 1.25 1.27 -0.620
O -10.12 1.78 3.30 -0.194
H -4.29 0.48 2.75 0.467
H -5.60 0.94 4.72 0.486
H -8.04 1.42 4.52 0.475
H -7.80 0.53 0.35 0.460
H -5.36 0.38 0.44 0.425


117
Properties=species:S:1:pos:R:3:mulliken_charge:R:1 method="wB97M-V/def2-TZVPD" e_lumo_ev=-0.7328 max_force_ha_per_bohr=0.022 homo_energy_ev=-7.63 gap_ev=6.900
Sc -0.51 2.17 -0.54 -0.942
Cl -2.06 1.00 6.73 -0.248
C -1.74 1.58 5.13 0.172
C -2.17 2.87 4.79 -0.585
C -1.96 3.38 3.53 0.652
Cl -2.42 5.01 3.24 -0.209
C -1.34 2.60 2.49 -0.437
O -1.23 2.99 1.29 0.205
C -0.86 1.32 2.92 -0.744
C -0.12 0.54 2.02 1.573
O 0.12 0.80 0.83 1.449
C -1.07 0.82 4.23 -1.129
H -2.67 3.48 5.53 0.484
H 0.30 -0.39 2.42 -0.458
H -0.70 -0.16 4.48 0.549
C -7.88 3.04 0.15 -0.474
C -7.18 1.85 0.26 -0.732
C -5.83 1.82 -0.03 -0.425
C -5.17 2.98 -0.46 0.449
C -5.88 4.16 -0.59 -0.247
C -7.24 4.19 -0.29 -0.711
P -3.37 2.78 -0.66 0.893
C -2.71 4.46 -1.08 0.388
C -2.71 5.40 -0.06 -0.338
C -1.92 6.54 -0.14 -0.807
C -1.15 6.77 -1.27 -0.598
C -1.22 5.89 -2.33 -0.653
C -1.99 4.73 -2.24 -0.601
C -3.10 1.98 -2.27 0.908
C -4.03 1.77 -3.28 -0.808
C -3.59 1.27 -4.49 -0.890
C -2.23 1.05 -4.69 -0.714
C -1.32 1.30 -3.67 -0.352
C -1.72 1.72 -2.39 0.617
H -8.93 3.08 0.40 0.383
H -7.69 0.95 0.60 0.403
H -5.26 0.90 0.08 0.383
H -5.38 5.06 -0.92 0.421
H -7.79 5.11 -0.38 0.414
H -3.31 5.22 0.82 0.745
H -1.88 7.23 0.70 0.383
H -0.49 7.63 -1.32 0.389
H -0.65 6.08 -3.24 0.420
H -2.03 4.07 -3.10 0.349
H -5.08 2.00 -3.13 0.488
H -4.29 1.08 -5.30 0.389
H -1.87 0.67 -5.63 0.423
H -0.27 1.14 -3.87 0.360
I 1.94 3.06 -1.53 -0.542
S 1.22 4.47 2.21 -0.201
C 2.40 3.38 2.55 0.177
N 3.48 3.15 1.79 -0.189
C 4.35 2.06 2.18 -0.188
C 4.21 1.94 3.69 -0.562
S 2.47 2.40 4.02 -0.108
H 3.47 3.48 0.83 0.176
H 5.38 2.29 1.89 0.370
H 4.05 1.12 1.69 -0.113
H 4.84 2.66 4.21 0.391
H 4.40 0.94 4.05 0.320
C 5.80 -2.96 0.22 -0.988
C 5.20 -2.72 1.58 1.067
C 6.00 -2.90 2.71 -0.781
C 5.51 -2.70 3.99 -0.719
C 4.19 -2.32 4.17 -0.922
C 3.39 -2.13 3.05 -0.750
C 3.87 -2.32 1.75 0.611
Sb 2.44 -1.63 0.23 0.239
C 3.11 -2.56 -1.62 1.249
C 2.55 -3.76 -2.03 -1.227
C 2.71 -4.22 -3.33 -0.295
C 3.46 -3.48 -4.23 -0.858
C 4.04 -2.29 -3.82 -0.639
C 3.87 -1.81 -2.52 0.699
C 4.45 -0.47 -2.18 -1.807
C 0.90 -3.11 0.79 0.970
C -0.42 -2.66 0.75 -0.834
C -1.48 -3.45 1.17 -1.505
C -1.23 -4.72 1.66 -0.868
C 0.07 -5.19 1.69 -0.818
C 1.15 -4.41 1.25 1.433
C 2.52 -5.02 1.32 -1.630
H 6.79 -3.40 0.31 0.477
H 5.89 -2.02 -0.33 0.085
H 5.17 -3.62 -0.37 0.150
H 7.03 -3.20 2.58 0.362
H 6.15 -2.85 4.85 0.393
H 3.78 -2.17 5.16 0.479
H 2.36 -1.82 3.19 0.281
H 1.96 -4.34 -1.33 0.447
H 2.25 -5.16 -3.64 0.426
H 3.58 -3.82 -5.25 0.388
H 4.63 -1.71 -4.52 0.431
H 5.41 -0.32 -2.68 0.485
H 4.60 -0.33 -1.11 0.140
H 3.78 0.33 -2.52 0.289
H -0.64 -1.67 0.38 0.458
H -2.49 -3.06 1.11 0.585
H -2.04 -5.34 2.02 0.381
H 0.27 -6.19 2.06 0.455
H 2.47 -6.10 1.15 0.580
H 2.96 -4.86 2.30 0.356
H 3.19 -4.58 0.58 0.054
C -3.51 -2.21 -2.71 -1.236
N -2.33 -1.58 -2.14 0.438
C -1.06 -2.00 -2.28 0.415
S 0.20 -0.90 -2.05 -0.264
N -0.78 -3.27 -2.59 -0.001
C -1.52 -4.46 -2.17 -1.179
H -4.10 -1.45 -3.23 0.271
H -4.13 -2.66 -1.93 0.332
H -3.23 -2.97 -3.42 0.458
H -2.40 -0.59 -1.93 -0.293
H 0.21 -3.42 -2.73 -0.046
H -1.83 -5.06 -3.03 0.384
H -2.39 -4.17 -1.60 0.460
H -0.88 -5.07 -1.53 0.212